i.
The following is a quantum chemistry calculation of a single C4H3NO2 molecule, from the OMol25 dataset.

Last column: Löwdin charge in e.
Positions of all 10 atoms, in Å:
N  2.085  -0.396  0.033  0.204
C  0.875  -0.056  0.086  -0.432
C  -0.244  -0.973  0.330  -0.019
C  -1.448  -0.352  0.197  0.022
C  -1.065  1.103  -0.030  -0.415
O  -1.729  2.088  -0.100  0.162
O  0.341  1.186  -0.126  0.096
H  2.677  0.410  -0.160  0.078
H  -0.115  -2.039  0.492  0.132
H  -1.320  -1.056  -0.722  0.172

Summary:
HOMO   -10.159 eV
Multiplicity   1
SMILES string   [H]/N=C1/C=CC(=O)O1
LUMO level   -1.17 eV
Orbital gap   0.330 Eh

ii.
The following is a quantum chemistry calculation of a 2-piece molecular cluster, C4H3NO2 overall, from the OMol25 dataset.

Last column: Löwdin charge in e.
Positions of all 10 atoms, in Å:
C  0.738  0.182  0.321  -0.287
C  -1.714  1.948  0.135  0.039
C  -1.104  -1.439  0.035  -0.285
C  1.854  -0.153  -0.260  0.008
N  -0.443  -0.515  0.452  0.107
O  -2.735  1.560  -0.259  0.019
O  -1.914  -2.259  -0.176  0.164
H  0.736  1.277  0.730  0.116
H  2.560  0.587  -0.250  0.019
H  2.022  -1.187  -0.728  0.101

Summary:
HOMO   -9.674 eV
Multiplicity   1
LUMO level   0.74 eV
Orbital gap   0.383 Eh

Which of them is most stable? Easy: ii.

i.
The following is a quantum chemistry calculation of a single C22H30N2O3S molecule, from the OMol25 dataset.

Last column: Löwdin charge in e.
Positions of all 58 atoms, in Å:
C  1.895  -1.604  8.097  -0.052
C  1.131  -1.222  6.867  -0.277
C  1.316  0.032  6.290  -0.037
C  0.614  0.407  5.166  -0.013
C  -0.299  -0.476  4.587  -0.149
C  -0.488  -1.734  5.155  -0.012
C  0.222  -2.096  6.283  -0.038
H  0.068  -3.074  6.718  0.110
H  -1.193  -2.420  4.710  0.115
C  -1.043  -0.067  3.418  -0.282
N  -0.972  1.092  2.828  0.190
C  -1.864  1.034  1.792  -0.312
C  -2.447  -0.207  1.785  -0.233
O  -1.926  -0.902  2.826  0.129
C  -3.465  -0.835  0.909  0.007
H  -3.263  -0.578  -0.128  0.066
H  -3.432  -1.914  1.030  0.089
H  -4.464  -0.485  1.169  0.090
C  -2.068  2.174  0.884  -0.236
H  -3.115  2.282  0.604  0.096
H  -1.692  3.093  1.327  0.097
S  -1.159  1.971  -0.736  0.962
O  -1.602  0.673  -1.279  -0.534
C  0.508  1.633  -0.015  -0.203
C  1.502  1.419  -1.149  -0.556
O  2.518  2.077  -1.250  0.061
N  1.136  0.435  -1.986  0.104
H  0.207  0.046  -1.887  0.093
C  1.812  0.181  -3.240  -0.274
C  2.028  -1.322  -3.431  -0.140
C  0.710  -2.048  -3.676  -0.190
C  -0.010  -1.444  -4.875  -0.173
H  -0.955  -1.968  -5.039  0.114
C  -0.285  0.048  -4.669  -0.352
C  -1.030  0.607  -5.881  -0.063
H  -1.358  1.626  -5.704  0.070
H  -1.909  0.001  -6.089  0.077
H  -0.390  0.594  -6.761  0.085
H  -0.927  0.168  -3.790  0.128
C  1.038  0.792  -4.427  -0.285
C  0.820  2.287  -4.193  -0.045
H  0.024  2.449  -3.468  0.068
H  1.729  2.743  -3.807  0.082
H  0.553  2.791  -5.118  0.076
H  1.669  0.665  -5.314  0.150
H  0.603  -1.575  -5.771  0.122
H  0.071  -1.975  -2.794  0.110
H  0.905  -3.108  -3.854  0.110
H  2.688  -1.471  -4.288  0.119
H  2.526  -1.727  -2.548  0.116
H  2.783  0.683  -3.158  0.150
H  0.427  0.744  0.608  0.100
H  0.804  2.490  0.584  0.106
H  0.752  1.377  4.716  0.112
H  2.022  0.719  6.736  0.115
H  1.606  -0.966  8.932  0.084
H  1.707  -2.639  8.371  0.074
H  2.964  -1.473  7.936  0.082

Summary:
HOMO   -8.171 eV
Multiplicity   1
LUMO level   0.59 eV
Orbital gap   0.322 Eh

ii.
The following is a quantum chemistry calculation of a single C22H30N2O3S molecule, from the OMol25 dataset.

Last column: Löwdin charge in e.
Positions of all 58 atoms, in Å:
C  -1.559  2.382  2.771  -0.094
C  -1.947  1.431  1.641  -0.173
H  -1.862  0.395  1.974  0.107
H  -3.001  1.598  1.396  0.125
C  -1.149  1.598  0.335  -0.351
N  -1.831  0.795  -0.706  0.029
C  -1.639  -0.541  -0.629  -0.419
O  -1.025  -1.031  0.307  -0.046
C  -2.249  -1.411  -1.711  -0.083
C  -1.844  -2.846  -1.598  -0.485
C  -2.106  -3.818  -2.515  -0.146
C  -1.619  -5.088  -2.135  -0.201
C  -1.000  -5.055  -0.930  -0.409
S  -0.988  -3.478  -0.238  1.084
H  -0.537  -5.865  -0.403  0.055
H  -1.731  -5.972  -2.737  0.095
H  -2.630  -3.632  -3.437  0.109
H  -1.950  -1.034  -2.691  0.118
H  -3.341  -1.341  -1.633  0.138
C  -2.564  1.433  -1.782  -0.059
C  -1.701  1.798  -2.952  -0.261
C  -1.427  3.006  -3.527  -0.031
C  -0.534  2.744  -4.594  -0.053
C  -0.332  1.400  -4.587  -0.104
O  -1.040  0.821  -3.606  0.039
H  0.269  0.760  -5.201  0.123
H  -0.104  3.460  -5.264  0.101
H  -1.813  3.960  -3.232  0.113
H  -3.033  2.342  -1.404  0.130
H  -3.363  0.761  -2.108  0.130
C  -1.028  3.073  -0.046  -0.008
H  -1.989  3.582  -0.024  0.091
H  -0.581  3.165  -1.031  0.078
H  -0.366  3.560  0.666  0.099
C  0.316  1.074  0.335  -0.448
O  0.950  1.139  -0.698  0.093
N  0.840  0.687  1.512  0.120
H  0.205  0.425  2.248  0.129
C  2.143  0.049  1.577  -0.309
C  1.998  -1.467  1.713  -0.145
C  3.372  -2.125  1.763  -0.195
C  4.187  -1.565  2.926  -0.212
C  4.322  -0.050  2.805  -0.203
C  2.947  0.610  2.750  -0.153
H  3.052  1.691  2.642  0.115
H  2.409  0.413  3.682  0.118
H  4.887  0.344  3.652  0.107
H  4.872  0.192  1.893  0.115
H  5.178  -2.024  2.942  0.106
H  3.690  -1.810  3.868  0.112
H  3.899  -1.934  0.826  0.117
H  3.260  -3.205  1.871  0.109
H  1.412  -1.849  0.876  0.093
H  1.449  -1.694  2.631  0.125
H  2.646  0.288  0.635  0.153
H  -2.053  2.073  3.690  0.076
H  -0.486  2.388  2.942  0.067
H  -1.875  3.399  2.551  0.070

Summary:
HOMO   -8.315 eV
Multiplicity   1
SMILES string   CC[C@@](C)(C(=O)NC1CCCCC1)N(Cc1ccco1)C(=O)Cc1cccs1
LUMO level   0.66 eV
Orbital gap   0.330 Eh

Which of them is most stable? Easy: i.

i.
The following is a quantum chemistry calculation of a 3-piece molecular cluster, C4H11NO2 overall, from the OMol25 dataset.

Last column: Löwdin charge in e.
Positions of all 18 atoms, in Å:
C  1.585  1.923  -0.599  0.033
C  0.710  0.724  -0.539  -0.293
C  0.441  -0.131  -1.635  0.256
C  -1.305  0.794  0.681  0.143
N  -0.054  0.666  0.538  0.082
H  1.849  2.208  0.407  0.105
H  1.028  2.744  -1.043  0.123
H  2.465  1.735  -1.211  0.110
H  1.242  -0.346  -2.343  0.111
H  -0.607  -0.305  -1.881  0.098
H  -1.989  0.966  -0.164  0.129
H  -1.669  0.747  1.699  0.115
H  1.160  -1.322  3.185  0.052
H  1.272  -0.335  1.921  -0.025
O  1.420  -0.453  2.856  -0.046
H  -1.833  -2.597  -2.025  0.025
H  -2.123  -2.588  -0.501  0.027
O  -2.533  -2.612  -1.369  -0.045

Summary:
Total charge   +1
HOMO (alpha / beta)   -14.762 / -14.753 eV
Multiplicity   2
LUMO level (alpha / beta)   -5.60 / -7.90 eV
Orbital gap (alpha / beta)   0.337 / 0.252 Eh
Expectation value of S²   0.76

ii.
The following is a quantum chemistry calculation of a 2-piece molecular cluster, C4H11NO2 overall, from the OMol25 dataset.

Last column: Löwdin charge in e.
Positions of all 18 atoms, in Å:
C  0.516  0.443  0.658  -0.005
C  0.282  0.482  -0.894  -0.344
C  0.652  -0.938  -1.437  -0.093
C  0.770  -1.034  -2.999  -0.194
O  -0.208  -1.052  -3.776  0.064
N  1.098  1.515  -1.424  0.333
H  1.551  0.636  1.055  0.117
H  0.300  -0.513  1.126  0.092
H  -0.198  1.189  1.041  0.101
H  -0.856  0.623  -1.182  0.210
H  0.046  -1.790  -1.026  0.155
H  1.787  -1.095  -1.362  0.139
H  1.744  -0.865  -3.491  0.130
H  0.554  2.287  -1.757  0.156
H  2.050  1.564  -1.609  0.137
H  -4.119  -0.732  5.851  0.124
H  -2.621  -0.540  5.900  0.034
O  -3.348  -0.181  5.326  -0.158

Summary:
Total charge   +1
HOMO (alpha / beta)   -13.408 / -13.408 eV
Multiplicity   2
LUMO level (alpha / beta)   -3.73 / -8.75 eV
Orbital gap (alpha / beta)   0.356 / 0.171 Eh
Expectation value of S²   0.76

iii.
The following is a quantum chemistry calculation of an isolated ion of composition C4H11NO2 and charge +1, from the OMol25 dataset.

Last column: Löwdin charge in e.
Positions of all 18 atoms, in Å:
C  -0.103  -0.108  -2.654  0.010
N  0.012  -0.848  -1.409  0.156
C  0.258  -0.161  -0.176  -0.241
C  0.339  -1.107  1.032  -0.142
O  1.088  -0.489  2.109  -0.036
C  -0.721  1.045  -0.038  -0.219
O  -0.788  1.499  1.261  0.005
H  -0.194  -0.790  -3.493  0.115
H  -0.946  0.585  -2.525  0.112
H  0.746  0.560  -2.834  0.138
H  0.407  -1.747  -1.670  0.181
H  1.247  0.315  -0.291  0.194
H  -0.586  -1.303  1.553  0.135
H  0.887  -2.003  0.740  0.128
H  1.461  0.344  1.865  0.069
H  -0.576  1.886  -0.724  0.132
H  -1.703  0.656  -0.382  0.142
H  -1.665  1.606  1.623  0.122

Summary:
Total charge   +1
HOMO (alpha / beta)   -14.262 / -14.250 eV
Multiplicity   2
LUMO level (alpha / beta)   -3.31 / -8.18 eV
Orbital gap (alpha / beta)   0.402 / 0.223 Eh
Expectation value of S²   0.75

Which of them is most stable? Easy: iii.

i.
The following is a quantum chemistry calculation of a single C25H33N5O3 molecule, from the OMol25 dataset.

Last column: Löwdin charge in e.
Positions of all 66 atoms, in Å:
C  4.148  4.405  -2.303  -0.108
H  3.606  5.213  -2.791  0.075
C  5.651  4.615  -2.448  -0.266
C  6.106  4.705  -3.905  -0.201
C  6.023  3.374  -4.649  -0.235
N  6.894  2.382  -4.032  -0.095
H  7.855  2.708  -4.082  0.124
C  6.772  1.071  -4.642  -0.130
C  5.508  0.352  -4.160  -0.459
O  4.956  -0.501  -4.816  0.075
N  5.142  0.778  -2.923  0.134
C  4.079  0.382  -2.122  -0.211
C  3.162  -0.595  -2.512  0.010
C  2.129  -0.944  -1.670  0.002
C  1.986  -0.329  -0.425  -0.148
C  2.904  0.648  -0.036  -0.009
C  3.938  0.998  -0.876  -0.021
H  4.649  1.753  -0.573  0.109
H  2.798  1.126  0.926  0.117
C  0.900  -0.714  0.444  -0.270
N  -0.002  -1.608  0.180  0.205
C  -0.814  -1.645  1.283  -0.199
C  -1.934  -2.414  1.567  0.075
C  -2.539  -2.215  2.800  -0.215
C  -2.036  -1.274  3.715  -0.027
C  -0.923  -0.505  3.441  0.002
C  -0.321  -0.706  2.214  -0.200
O  0.772  -0.118  1.666  0.124
H  -0.543  0.214  4.148  0.116
H  -2.540  -1.154  4.663  0.109
N  -3.661  -2.940  3.199  0.118
C  -4.426  -3.811  2.495  -0.485
O  -4.241  -4.175  1.356  0.067
C  -5.574  -4.355  3.352  -0.129
N  -5.981  -3.414  4.386  -0.093
H  -6.319  -3.923  5.195  0.113
C  -7.021  -2.485  3.956  -0.227
C  -6.493  -1.459  2.954  -0.208
C  -7.540  -0.411  2.576  -0.262
C  -8.687  -0.975  1.745  -0.112
H  -8.301  -1.480  0.863  0.076
H  -9.279  -1.684  2.319  0.062
H  -9.345  -0.173  1.420  0.068
H  -7.938  0.048  3.485  0.105
H  -7.044  0.374  2.001  0.106
H  -5.631  -0.954  3.395  0.110
H  -6.155  -1.968  2.049  0.111
H  -7.873  -3.024  3.511  0.112
H  -7.378  -1.961  4.847  0.123
H  -6.396  -4.641  2.679  0.129
H  -5.196  -5.268  3.822  0.131
H  -4.044  -2.727  4.116  0.122
H  -2.317  -3.130  0.862  0.110
H  1.412  -1.697  -1.956  0.116
H  3.274  -1.070  -3.473  0.102
H  5.727  1.532  -2.570  0.119
H  6.751  1.093  -5.742  0.127
H  7.623  0.454  -4.336  0.133
H  5.002  2.987  -4.617  0.115
H  6.278  3.536  -5.710  0.121
H  7.142  5.054  -3.932  0.107
H  5.494  5.438  -4.432  0.112
H  5.925  5.544  -1.943  0.104
H  6.191  3.803  -1.958  0.089
H  3.866  4.393  -1.253  0.070
H  3.831  3.465  -2.747  0.056

Summary:
HOMO   -7.720 eV
Multiplicity   1
SMILES string   CCCCNCC(=O)Nc1ccc(-c2nc3cc(NC(=O)CNCCCC)ccc3o2)cc1
LUMO level   0.39 eV
Orbital gap   0.298 Eh

ii.
The following is a quantum chemistry calculation of a single C25H33N5O3 molecule, from the OMol25 dataset.

Last column: Löwdin charge in e.
Positions of all 66 atoms, in Å:
C  10.598  0.567  0.978  -0.080
H  10.629  -0.447  1.371  0.069
H  11.150  1.215  1.652  0.072
H  11.091  0.578  0.009  0.066
C  9.153  1.059  0.859  -0.252
N  8.272  0.250  0.032  -0.221
C  8.007  -1.075  0.565  -0.102
C  6.532  -1.470  0.440  -0.465
O  6.169  -2.624  0.442  0.072
N  5.732  -0.374  0.381  0.130
C  4.352  -0.284  0.256  -0.210
C  3.516  -1.401  0.300  0.009
C  2.153  -1.244  0.181  0.001
C  1.593  0.024  0.017  -0.149
C  2.431  1.140  -0.029  -0.013
C  3.794  0.986  0.091  -0.016
H  4.442  1.851  0.058  0.112
H  2.002  2.123  -0.157  0.116
C  0.162  0.167  -0.100  -0.269
N  -0.703  -0.798  -0.048  0.205
C  -1.928  -0.201  -0.197  -0.199
C  -3.208  -0.735  -0.219  0.074
C  -4.259  0.154  -0.388  -0.212
C  -4.031  1.533  -0.534  -0.027
C  -2.761  2.074  -0.514  0.002
C  -1.715  1.187  -0.343  -0.200
O  -0.379  1.409  -0.278  0.124
H  -2.593  3.133  -0.626  0.116
H  -4.880  2.188  -0.666  0.107
N  -5.589  -0.267  -0.424  0.128
C  -6.113  -1.503  -0.233  -0.460
O  -5.495  -2.523  -0.032  0.072
C  -7.642  -1.481  -0.343  -0.109
N  -8.181  -0.174  -0.011  -0.222
C  -8.179  0.047  1.432  -0.245
C  -8.280  1.526  1.791  -0.076
H  -9.267  1.925  1.574  0.064
H  -8.091  1.653  2.854  0.074
H  -7.541  2.100  1.237  0.071
H  -7.229  -0.339  1.809  0.121
H  -8.983  -0.512  1.935  0.115
C  -9.433  0.132  -0.683  -0.244
C  -10.628  -0.761  -0.334  -0.077
H  -10.888  -0.674  0.718  0.065
H  -10.408  -1.803  -0.554  0.068
H  -11.489  -0.458  -0.924  0.073
H  -9.240  0.066  -1.758  0.117
H  -9.682  1.172  -0.459  0.104
H  -7.884  -1.714  -1.384  0.136
H  -8.037  -2.295  0.282  0.134
H  -6.297  0.454  -0.535  0.128
H  -3.378  -1.791  -0.107  0.110
H  1.492  -2.096  0.214  0.116
H  3.950  -2.379  0.424  0.103
H  6.261  0.494  0.322  0.130
H  8.229  -1.094  1.637  0.135
H  8.611  -1.861  0.091  0.137
C  8.654  0.220  -1.373  -0.248
C  7.490  -0.171  -2.278  -0.070
H  7.818  -0.153  -3.314  0.076
H  7.135  -1.172  -2.049  0.073
H  6.663  0.525  -2.165  0.074
H  9.488  -0.479  -1.549  0.118
H  8.992  1.224  -1.645  0.119
H  8.705  1.109  1.857  0.116
H  9.150  2.071  0.444  0.113

Summary:
HOMO   -7.710 eV
Multiplicity   1
SMILES string   CCN(CC)CC(=O)Nc1ccc(-c2nc3cc(NC(=O)CN(CC)CC)ccc3o2)cc1
LUMO level   0.40 eV
Orbital gap   0.298 Eh

Which of them is most stable? Easy: i.

i.
The following is a quantum chemistry calculation of a 4-piece molecular cluster, CH12N3O3 overall, from the OMol25 dataset.

Last column: Löwdin charge in e.
Positions of all 19 atoms, in Å:
N  -1.517  0.654  2.269  0.144
C  -0.923  0.023  1.102  -0.386
N  -1.358  -1.178  0.722  0.202
N  0.148  0.616  0.518  0.159
H  -2.434  1.078  1.986  0.134
H  -0.917  1.363  2.624  0.082
H  -0.801  -1.828  0.031  0.154
H  -2.177  -1.490  1.033  0.069
H  0.636  0.057  -0.296  0.117
H  0.226  1.610  0.227  0.061
H  1.201  -1.268  -2.088  0.072
H  0.921  -0.439  -3.251  0.018
O  1.166  -0.287  -2.367  -0.064
H  0.339  2.664  -1.543  0.035
H  1.485  2.883  -0.636  0.109
O  0.497  3.019  -0.694  -0.026
H  1.196  -3.162  -0.319  0.083
H  1.404  -2.015  0.715  0.066
O  0.907  -2.299  -0.033  -0.029

Summary:
Total charge   +1
HOMO   -14.710 eV
Multiplicity   1
LUMO level   -3.06 eV
Orbital gap   0.428 Eh

ii.
The following is a quantum chemistry calculation of a 4-piece molecular cluster, CH12N3O3 overall, from the OMol25 dataset.

Last column: Löwdin charge in e.
Positions of all 19 atoms, in Å:
N  -0.392  -1.893  -0.674  0.198
C  0.493  -0.936  -0.957  -0.470
N  1.733  -1.223  -1.347  0.206
N  0.109  0.344  -0.842  0.185
H  -0.297  -2.801  -1.103  0.134
H  -1.333  -1.594  -0.490  0.076
H  2.466  -0.589  -1.047  0.114
H  2.019  -2.180  -1.334  0.123
H  0.892  0.994  -0.820  0.096
H  -0.532  0.596  -0.091  0.058
H  -1.919  2.025  1.566  0.043
H  -0.549  2.686  1.491  0.080
O  -1.143  2.061  1.014  -0.061
H  -3.269  -0.019  0.157  0.100
H  -2.764  -0.889  1.249  0.062
O  -2.433  -0.394  0.510  -0.040
H  2.565  2.008  0.727  0.064
H  2.007  0.715  1.409  0.074
O  2.345  1.089  0.583  -0.041

Summary:
Total charge   +1
HOMO   -14.443 eV
Multiplicity   1
LUMO level   -2.88 eV
Orbital gap   0.425 Eh

Which of them is most stable? Easy: ii.